34
Properties=species:S:1:pos:R:3 method="wB97M-V/def2-TZVPD" e_above_lowest_ev=1.4859 largest_force_ev_per_a=1.7 e_homo_ev="-7.74 / -7.72" orbital_gap_ev="7.03 / 7.12" charge=0 multiplicity=2 s2=0.7525
Rh 0.245 1.271 -1.639
O -1.919 0.941 -0.680
C -1.859 0.600 0.723
C -1.214 1.685 1.566
N 0.214 1.755 1.418
C 0.853 3.022 1.128
C 0.094 3.748 0.032
O -0.485 4.791 0.233
O 0.082 3.132 -1.135
C 1.020 0.626 1.821
C 1.695 -0.085 0.678
O 2.060 -1.251 0.863
O 1.871 0.637 -0.377
H -2.523 1.685 -0.789
H -1.289 -0.328 0.777
H -2.867 0.406 1.098
H -1.501 1.506 2.617
H -1.641 2.646 1.271
H 1.861 2.822 0.766
H 0.909 3.686 1.999
H 0.440 -0.138 2.339
H 1.888 0.930 2.421
O 0.092 -0.450 -2.542
N 0.136 -1.617 -1.864
C -1.008 -2.294 -1.735
C -0.995 -3.567 -1.212
C 0.216 -4.147 -0.859
C 1.373 -3.446 -1.076
C 1.314 -2.170 -1.620
H -1.887 -1.746 -2.039
H -1.927 -4.100 -1.091
H 0.249 -5.140 -0.432
H 2.336 -3.867 -0.830
H 2.166 -1.543 -1.829

29
Properties=species:S:1:pos:R:3 method="wB97M-V/def2-TZVPD" e_above_lowest_ev=1.3401 largest_force_ev_per_a=4.7 e_homo_ev=-12.60 orbital_gap_ev=8.55 charge=+1
N -3.186 1.267 1.092
C -3.175 0.468 -0.077
N -2.480 1.214 -1.148
C -2.273 -0.752 0.175
N -0.943 -0.384 -0.145
C 0.262 -0.899 0.119
C 0.354 -2.030 0.997
C 1.575 -2.475 1.390
O 2.713 -1.883 1.054
C 2.667 -0.742 0.330
C 3.837 -0.035 0.064
C 3.826 1.017 -0.778
C 2.718 1.538 -1.303
C 1.434 1.045 -0.907
C 1.484 -0.128 -0.129
H -3.618 0.798 1.893
H -3.829 2.062 1.111
H -4.181 0.156 -0.341
H -3.013 0.924 -2.087
H -2.413 2.199 -0.885
H -2.310 -1.213 1.281
H -2.623 -1.520 -0.558
H -1.088 0.359 -0.820
H -0.573 -2.628 1.188
H 1.881 -3.396 1.876
H 4.811 -0.354 0.562
H 4.776 1.436 -1.000
H 2.826 2.432 -1.782
H 0.539 1.524 -1.171

29
Properties=species:S:1:pos:R:3 method="wB97M-V/def2-TZVPD" e_above_lowest_ev=1.6580 largest_force_ev_per_a=4.8 e_homo_ev=-13.76 orbital_gap_ev=7.78 charge=+1
C 1.081 -2.287 0.823
C 0.038 -0.511 0.375
C -2.422 -1.612 2.989
C -1.070 -1.133 -2.868
C -1.362 -1.928 -1.884
C -0.237 0.843 0.300
C -0.793 -1.645 0.179
C 2.432 3.532 -0.086
C -2.038 -1.832 -0.563
C 0.754 1.842 0.807
C 1.757 2.252 -0.353
N -0.047 -2.722 0.374
O 1.262 -0.983 0.909
O -1.299 -1.634 2.956
O -3.561 -1.673 3.053
H 1.842 -2.957 1.319
H -0.706 -1.670 -3.731
H -0.948 -0.085 -3.041
H -1.234 -2.976 -2.123
H -1.193 1.078 -0.148
H 3.147 3.738 -0.857
H 3.101 3.501 0.847
H 1.682 4.214 0.166
H -2.606 -0.874 -0.427
H -2.632 -2.639 -0.068
H 0.299 2.898 1.115
H 1.258 1.554 1.745
H 2.509 1.441 -0.605
H 0.987 2.268 -1.205

27
Properties=species:S:1:pos:R:3 method="wB97M-V/def2-TZVPD" e_above_lowest_ev=3.9804 largest_force_ev_per_a=3.0 e_homo_ev="-12.65 / -12.65" orbital_gap_ev="8.54 / 8.54" charge=+1
C 3.254 0.554 -1.411
C -2.225 -0.297 0.725
C -0.695 -2.046 0.074
C -1.168 0.608 0.583
C 0.315 -1.154 -0.151
C -2.006 -1.682 0.581
C 0.055 0.149 0.120
C 2.943 0.563 0.000
C 0.427 2.941 0.554
C -3.059 -2.763 0.763
C 1.426 1.873 -1.949
N 2.621 1.180 -2.344
S 1.116 1.531 -0.180
H 4.147 -0.020 -1.672
H -3.130 0.114 1.036
H -0.475 -3.135 -0.099
H -1.199 1.587 0.972
H 1.191 -1.513 -0.706
H 3.544 1.282 0.525
H 2.809 -0.441 0.388
H 0.805 3.798 0.046
H 0.645 2.786 1.630
H -4.080 -2.642 0.342
H -2.843 -3.700 0.320
H -3.283 -2.973 1.751
H 0.582 1.778 -2.630
H 1.663 2.973 -2.048

28
Properties=species:S:1:pos:R:3 method="wB97M-V/def2-TZVPD" e_above_lowest_ev=4.7963 largest_force_ev_per_a=1.7 e_homo_ev=-8.66 orbital_gap_ev=9.42 charge=0
C 1.645 -1.242 0.761
C 1.270 1.079 0.286
C 0.305 -1.505 0.531
C -0.067 0.825 0.050
C 2.141 0.050 0.642
C -0.534 -0.473 0.166
C -3.592 1.550 0.425
C -4.865 0.950 0.871
C 4.313 0.642 -0.443
C -2.157 -1.013 -1.924
C 3.595 0.344 0.874
O -2.574 -2.129 0.439
O -4.559 1.473 -0.421
S -2.298 -0.797 -0.094
H 2.306 -2.047 1.048
H 1.647 2.089 0.211
H -0.104 -2.498 0.637
H -0.752 1.618 -0.209
H -4.961 -0.126 0.910
H -5.574 1.535 1.439
H 4.249 -0.215 -1.111
H 5.361 0.862 -0.261
H 3.861 1.496 -0.942
H -3.128 -1.328 -2.292
H -1.875 -0.063 -2.360
H -1.415 -1.777 -2.126
H 3.691 1.208 1.536
H 4.071 -0.509 1.361

27
Properties=species:S:1:pos:R:3 method="wB97M-V/def2-TZVPD" e_above_lowest_ev=4.1995 largest_force_ev_per_a=5.5 e_homo_ev=-8.25 smiles="CC(C)/C=C/O[C@@H]1C=CC=CC1=[Se]" orbital_gap_ev=6.95 charge=0
C 2.071 -2.523 -0.129
C 1.883 -0.981 -0.233
C 1.843 -0.358 1.141
C 0.649 -0.511 -1.218
C -0.477 -0.006 -0.692
O -1.409 0.361 -1.630
C -2.538 0.911 -0.998
C -2.395 2.308 -0.554
C -3.071 2.757 0.514
C -3.879 1.865 1.426
C -4.000 0.579 1.056
C -3.316 0.020 -0.039
Se -3.429 -1.771 -0.217
H 1.121 -2.821 0.393
H 2.886 -2.872 0.567
H 2.190 -3.074 -1.091
H 2.921 -0.618 -0.643
H 2.974 -0.416 1.569
H 1.052 -0.685 1.873
H 1.702 0.701 0.963
H 0.638 -0.687 -2.232
H -0.797 0.013 0.410
H -3.441 0.989 -1.824
H -1.909 2.951 -1.340
H -3.018 3.870 0.637
H -4.403 2.295 2.230
H -4.698 -0.100 1.424

27
Properties=species:S:1:pos:R:3 method="wB97M-V/def2-TZVPD" e_above_lowest_ev=0.0000 largest_force_ev_per_a=1.8 e_homo_ev=-8.57 smiles="C=CBc1c(C)cc(C)cc1C" orbital_gap_ev=8.70 charge=0
C -4.135 -0.239 0.450
C -2.820 -0.076 0.591
B -1.875 0.356 -0.564
C -0.343 0.178 -0.397
C 0.211 -1.100 -0.225
C -0.636 -2.319 -0.445
C 1.552 -1.246 0.092
C 2.379 -0.146 0.256
C 3.822 -0.310 0.625
C 1.840 1.117 0.054
C 0.505 1.288 -0.276
C -0.050 2.671 -0.447
H -4.781 -0.547 1.256
H -4.622 -0.086 -0.501
H -2.402 -0.266 1.577
H -2.497 0.832 -1.591
H -1.633 -2.179 -0.032
H -0.748 -2.504 -1.514
H -0.182 -3.199 0.005
H 1.956 -2.240 0.228
H 4.029 -1.331 0.936
H 4.458 -0.075 -0.228
H 4.091 0.366 1.435
H 2.472 1.988 0.166
H 0.741 3.382 -0.675
H -0.789 2.688 -1.244
H -0.545 2.995 0.470

35
Properties=species:S:1:pos:R:3 method="wB97M-V/def2-TZVPD" largest_force_ev_per_a=5.0 e_homo_ev=-9.51 orbital_gap_ev=7.73 charge=0
Cl 3.768 1.736 1.666
B 2.888 0.110 1.486
Cl 2.550 -0.339 -0.310
Cl 3.904 -1.255 2.297
O 1.613 0.269 2.215
C 0.703 -0.641 2.196
C -0.653 -0.321 1.790
C -1.554 -1.393 1.609
C -2.828 -1.168 1.083
C -3.208 0.143 0.743
Cl -4.692 0.406 -0.081
C -2.378 1.238 1.015
C -1.118 1.007 1.558
H 1.073 -1.677 2.130
H -1.247 -2.401 1.919
H -3.532 -1.982 0.888
H -2.728 2.243 0.783
H -0.470 1.837 1.820
C 2.914 -2.945 5.252
Si 2.188 -1.292 5.755
C 1.567 -1.387 7.538
C 3.459 0.076 5.602
C 0.762 -1.079 4.475
N -0.119 -0.124 4.820
N -0.907 0.698 5.046
H 3.882 -3.144 5.734
H 2.215 -3.750 5.520
H 3.070 -2.943 4.161
H 2.382 -1.571 8.253
H 1.061 -0.464 7.855
H 0.846 -2.208 7.652
H 4.426 -0.281 5.994
H 3.609 0.362 4.551
H 3.170 0.968 6.176
H 0.312 -2.010 4.000

34
Properties=species:S:1:pos:R:3 method="wB97M-V/def2-TZVPD" largest_force_ev_per_a=4.1 e_homo_ev="-18.70 / -18.03" orbital_gap_ev="8.86 / 3.43" charge=+3 multiplicity=6 s2=8.7893
I 3.519 -1.698 -1.762
I -0.191 -0.126 -4.275
Ir 0.251 1.080 0.558
P 1.665 2.711 -0.535
C 2.501 2.094 -2.148
C 0.499 4.182 -0.797
H 2.215 3.032 1.706
H 3.482 3.915 0.869
H 3.459 2.194 0.943
C 2.898 3.069 0.873
H -0.053 4.165 0.122
H 0.873 5.159 -1.015
H 3.110 2.678 -2.753
H 1.692 1.709 -2.713
H -0.178 3.870 -1.572
H 3.018 1.251 -1.794
C 0.406 -0.156 -0.823
O 0.670 -0.929 -1.677
Cl -0.330 1.764 2.683
N -1.417 -2.277 2.800
C -0.705 -1.100 2.557
N -0.588 -0.883 1.261
C -1.268 -1.965 0.564
C -1.709 -2.271 -0.798
C -2.614 -3.267 -0.993
C -3.170 -4.063 0.114
C -2.729 -3.839 1.354
C -1.805 -2.811 1.565
H -1.869 -2.622 3.693
H -0.335 -0.544 3.353
H -1.358 -1.723 -1.596
H -2.971 -3.472 -1.988
H -3.903 -4.781 -0.097
H -3.064 -4.344 2.322

27
Properties=species:S:1:pos:R:3 method="wB97M-V/def2-TZVPD" e_above_lowest_ev=2.3702 largest_force_ev_per_a=4.7 e_homo_ev=-8.74 smiles="C[C@H]1CC=C([C@@H]2CC=C(I)C2)C1" orbital_gap_ev=9.29 charge=0
C -0.913 -2.433 1.934
C -0.930 -0.966 2.096
C 0.398 -0.153 2.320
C 0.730 0.311 0.964
C -0.379 0.303 0.177
C -0.364 0.655 -1.252
C 0.743 -0.256 -1.937
C 1.388 0.603 -2.969
C 1.156 1.884 -2.643
I 2.278 3.564 -3.486
C 0.320 2.043 -1.466
C -1.640 -0.224 0.864
H -1.314 -3.026 2.800
H 0.109 -2.879 1.817
H -1.404 -2.787 1.045
H -1.648 -0.951 2.864
H 1.072 -0.877 2.709
H 0.315 0.642 3.000
H 1.799 0.630 0.792
H -1.424 0.552 -1.809
H 0.273 -1.189 -2.408
H 1.392 -0.559 -1.200
H 2.123 0.316 -3.641
H -0.453 2.728 -1.570
H 0.957 2.275 -0.580
H -2.234 0.619 1.258
H -2.350 -0.828 0.322

32
Properties=species:S:1:pos:R:3 method="wB97M-V/def2-TZVPD" e_above_lowest_ev=0.1751 largest_force_ev_per_a=1.8 e_homo_ev=-5.61 orbital_gap_ev=5.43 charge=0
K 0.807 -0.596 0.869
C -2.520 4.009 -1.563
C -1.249 3.303 -1.198
C 0.076 3.767 -1.219
C 0.857 2.668 -0.766
N 0.079 1.619 -0.460
N -1.214 2.017 -0.729
C 2.330 2.523 -0.561
H -2.282 5.024 -1.901
H -3.222 4.053 -0.694
H -3.046 3.460 -2.362
H 0.409 4.747 -1.504
H -1.986 1.381 -0.581
H 2.845 3.440 -0.881
H 2.714 1.663 -1.146
H 2.552 2.308 0.516
I -1.166 -1.630 3.488
C -1.509 -2.915 1.791
C -2.353 -4.026 1.939
C -2.573 -4.820 0.812
C -1.973 -4.451 -0.406
C -1.165 -3.347 -0.436
N -0.926 -2.582 0.651
H -2.797 -4.258 2.887
H -3.223 -5.676 0.883
H -2.163 -5.061 -1.275
H -0.655 -3.039 -1.336
C 4.714 -0.710 1.048
O 3.407 -0.644 0.642
H 5.179 -1.634 0.639
H 4.777 -0.776 2.159
H 5.275 0.183 0.693

27
Properties=species:S:1:pos:R:3 method="wB97M-V/def2-TZVPD" e_above_lowest_ev=1.3869 largest_force_ev_per_a=3.2 e_homo_ev="0.50 / -2.95" orbital_gap_ev="3.25 / 6.63" charge=-1 multiplicity=2 s2=0.7695
C -0.638 -2.423 -0.620
C -1.709 -2.038 -1.683
H -0.629 -1.748 0.244
H -0.780 -3.479 -0.387
H 0.316 -2.292 -1.158
H -1.285 -1.572 -2.572
H -2.485 -1.463 -1.188
H -2.139 -2.982 -2.076
C -0.415 1.249 3.004
C -1.529 1.706 0.742
C -0.487 1.182 1.492
C 0.057 0.887 -0.688
C 0.519 0.674 0.669
C 0.997 0.727 -1.730
C 1.905 0.269 1.020
C 2.312 0.751 -1.337
C 2.794 0.572 0.006
N -1.190 1.398 -0.601
H -2.429 2.164 1.094
H -1.845 1.622 -1.326
H 0.472 0.661 3.206
H -1.303 0.678 3.274
H 0.674 0.443 -2.751
H 2.245 -0.002 2.025
H 3.028 0.360 -2.075
H 3.880 0.397 0.008
H -0.335 2.258 3.409

27
Properties=species:S:1:pos:R:3 method="wB97M-V/def2-TZVPD" e_above_lowest_ev=0.5248 largest_force_ev_per_a=3.0 e_homo_ev="0.71 / -2.83" orbital_gap_ev="3.16 / 6.59" charge=-1 multiplicity=2 s2=0.7649
C -0.391 1.285 2.116
C -1.896 1.640 1.996
H 0.199 2.109 2.541
H -0.338 0.414 2.764
H 0.136 1.146 1.174
H -2.093 2.399 1.247
H -2.274 1.821 2.998
H -2.316 0.722 1.570
C 0.418 -2.943 0.609
C 1.162 0.329 -1.030
C 0.432 -0.858 -1.033
C 0.896 -1.622 0.121
C 1.830 -0.835 0.733
C 0.809 1.396 -1.886
C -0.362 1.230 -2.677
C -0.614 -1.039 -1.934
C -1.070 0.043 -2.758
N 2.031 0.368 0.069
H 2.511 1.218 0.319
H 1.460 2.262 -1.934
H 2.470 -1.152 1.546
H -0.802 2.077 -3.204
H -1.104 -1.991 -2.124
H -0.616 -3.123 0.303
H 0.407 -3.062 1.697
H -1.909 -0.068 -3.429
H 1.022 -3.766 0.206

27
Properties=species:S:1:pos:R:3 method="wB97M-V/def2-TZVPD" e_above_lowest_ev=2.2660 largest_force_ev_per_a=3.9 e_homo_ev=-8.14 smiles=CN(C)C1Cc2ccccc2C1 orbital_gap_ev=9.07 charge=0
C -3.571 0.352 0.260
N -2.296 -0.318 0.342
C -1.547 -0.447 1.544
C -1.445 -0.008 -0.789
C -0.499 -1.183 -1.124
C 0.812 -0.654 -0.506
C 2.043 -1.338 -0.058
C 3.098 -0.657 0.408
C 3.103 0.776 0.513
C 1.915 1.406 0.071
C 0.749 0.720 -0.295
C -0.515 1.238 -0.712
H -3.606 1.486 0.587
H -4.178 -0.122 1.097
H -4.057 0.208 -0.729
H -0.582 -0.454 1.133
H -1.580 0.377 2.282
H -1.735 -1.381 2.136
H -2.151 0.102 -1.605
H -0.509 -1.321 -2.179
H -0.918 -2.106 -0.551
H 2.135 -2.440 -0.114
H 3.951 -1.153 0.701
H 3.988 1.434 0.781
H 1.784 2.465 -0.125
H -0.882 2.094 -0.065
H -0.441 1.815 -1.618

27
Properties=species:S:1:pos:R:3 method="wB97M-V/def2-TZVPD" e_above_lowest_ev=2.4338 largest_force_ev_per_a=4.8 e_homo_ev=-8.06 smiles=Cc1c[nH]c2ccccc12.CC orbital_gap_ev=8.97 charge=0
C -2.986 -1.222 1.312
C -1.724 -1.250 0.640
C -1.628 -1.108 -0.679
N -0.248 -1.086 -1.133
C 0.462 -0.873 0.007
C 1.806 -0.450 0.079
C 2.293 -0.274 1.368
C 1.542 -0.572 2.543
C 0.237 -1.119 2.438
C -0.355 -1.053 1.167
H -3.453 -0.251 1.229
H -3.007 -1.270 2.405
H -3.899 -1.901 1.057
H -2.451 -0.912 -1.459
H 0.057 -0.882 -2.045
H 2.356 -0.146 -0.841
H 3.252 0.236 1.590
H 2.072 -0.658 3.662
H -0.266 -1.400 3.358
C 0.474 1.908 -1.454
C 0.997 2.166 -2.849
H -0.529 1.324 -1.420
H 1.183 1.363 -0.853
H 0.339 2.788 -0.750
H 1.372 1.134 -3.184
H 0.168 2.616 -3.440
H 1.935 2.890 -2.747

27
Properties=species:S:1:pos:R:3 method="wB97M-V/def2-TZVPD" e_above_lowest_ev=0.7527 largest_force_ev_per_a=2.3 e_homo_ev=-7.79 smiles=Cc1c[nH]c2ccccc12.CC orbital_gap_ev=8.73 charge=0
C 0.760 0.025 -3.708
C -0.214 -0.549 -2.743
C -0.744 -1.811 -2.877
N -1.685 -1.994 -1.846
C -1.613 -0.971 -0.930
C -2.222 -0.707 0.286
C -1.793 0.452 0.977
C -0.893 1.328 0.405
C -0.336 1.112 -0.841
C -0.780 0.009 -1.563
H 1.634 0.534 -3.259
H 0.371 0.792 -4.372
H 1.317 -0.721 -4.283
H -0.500 -2.602 -3.562
H -2.025 -2.922 -1.694
H -3.042 -1.299 0.661
H -2.137 0.585 1.993
H -0.661 2.159 1.050
H 0.331 1.788 -1.364
C 1.397 0.697 4.092
C 2.235 0.531 2.847
H 0.983 1.709 4.122
H 0.520 0.028 4.135
H 1.835 0.434 5.055
H 2.538 -0.514 2.750
H 3.095 1.186 2.714
H 1.629 0.720 1.957

27
Properties=species:S:1:pos:R:3 method="wB97M-V/def2-TZVPD" e_above_lowest_ev=0.9335 largest_force_ev_per_a=2.9 e_homo_ev=-7.82 smiles=Cc1c[nH]c2ccccc12.CC orbital_gap_ev=8.74 charge=0
C 2.803 -1.954 -1.425
C 1.355 -1.863 -1.118
C 0.537 -2.867 -0.729
N -0.710 -2.393 -0.367
C -0.724 -1.024 -0.604
C -1.756 -0.128 -0.356
C -1.540 1.137 -0.932
C -0.333 1.522 -1.525
C 0.664 0.608 -1.709
C 0.532 -0.673 -1.190
H 3.122 -2.991 -1.291
H 3.361 -1.392 -0.668
H 3.107 -1.738 -2.448
H 0.715 -3.916 -0.612
H -1.501 -3.020 -0.271
H -2.648 -0.397 0.188
H -2.394 1.808 -0.930
H -0.268 2.566 -1.790
H 1.613 0.687 -2.241
C -0.590 1.257 2.637
C -0.813 2.732 2.466
H -0.281 0.745 1.721
H 0.217 1.016 3.336
H -1.509 0.744 2.924
H -0.101 3.496 2.123
H -1.450 2.839 1.564
H -1.408 3.199 3.249